A | Computed, not measured: a single C4H10N2O molecule, with ωB97M-V/def2-TZVPD.

```
17
C4H10N2O ωB97M-V/def2-TZVPD
C 0.37 0.64 0.00
C -0.35 -1.69 0.22
C 1.43 0.40 -1.06
N -0.11 -0.39 0.84
C -2.09 1.29 -0.13
O 1.40 -0.54 1.54
N -1.09 0.96 -0.83
H 1.24 -0.04 2.36
H 0.53 1.56 0.55
H -1.14 -1.60 -0.53
H 0.53 -2.12 -0.24
H -0.72 -2.37 0.99
H 2.35 0.92 -0.79
H 1.10 0.77 -2.04
H 1.69 -0.65 -1.21
H -2.14 1.22 0.96
H -3.00 1.65 -0.64
```

Values from the calculation:
- E_HOMO: -9.1 eV
- LUMO level: 0.93 eV
- SMILES: C=N[C@H](C)N(C)O
- Orbital gap: 0.3691 Eh
- Spin multiplicity: 1
- M: 102.137 g/mol

Okay, here come the natural (NBO) numbers, in e, for every atom: 0.11 -0.45 -0.66 -0.15 -0.08 -0.66 -0.42 0.46 0.20 0.23 0.20 0.21 0.22 0.24 0.22 0.15 0.17

=====

B | Computed, not measured: a molecular structure, C4H10N2O, with ωB97M-V/def2-TZVPD.

```
17
C4H10N2O ωB97M-V/def2-TZVPD
C 0.78 -1.24 0.60
N 1.03 -0.20 1.34
N -1.63 -0.81 0.59
C -0.49 -1.32 -0.06
O 1.74 -2.04 0.04
H 2.61 -1.63 0.14
H 0.81 1.13 0.04
H 1.98 -0.16 1.71
H -1.46 0.03 1.13
H -2.20 -1.48 1.07
H -0.67 -2.26 -0.58
C 0.23 1.36 -0.95
C -0.81 2.22 -0.80
H -1.21 2.80 -1.62
H 0.86 1.45 -1.84
H -0.15 -0.01 -0.89
H -1.43 2.18 0.08
```

Values from the calculation:
- E_HOMO (spin up / spin down): -7.7 / -7.7 eV
- LUMO level (spin up / spin down): 0.30 / 0.30 eV
- Orbital gap (spin up / spin down): 0.2947 / 0.2948 Eh
- Spin multiplicity: 1
- M: 102.137 g/mol

Okay, here come the natural (NBO) numbers, in e, for every atom: 0.51 -0.80 -0.84 -0.22 -0.69 0.48 0.29 0.35 0.38 0.37 0.22 -0.61 -0.29 0.19 0.22 0.27 0.19

=====

C | Computed, not measured: a single C4H10N2O molecule, with ωB97M-V/def2-TZVPD.

```
17
C4H10N2O ωB97M-V/def2-TZVPD
C 1.17 -0.32 -0.07
N 0.71 0.66 -1.06
C -0.43 0.47 -1.75
N -1.22 -0.76 -1.53
O -0.86 1.25 -2.64
C 0.74 0.08 1.45
C -0.78 0.15 1.77
H 0.66 -1.22 -0.35
H 2.20 -0.25 -0.08
H 1.37 1.19 -1.73
H -0.61 -1.52 -1.29
H -2.00 -0.76 -2.20
H 1.08 1.01 1.71
H 1.34 -0.68 2.05
H -0.92 0.05 2.88
H -1.52 -0.57 1.25
H -0.92 1.22 1.59
```

Values from the calculation:
- E_HOMO: -9.6 eV
- LUMO level: 0.80 eV
- SMILES: CCCNC(N)=O
- Orbital gap: 0.3816 Eh
- Spin multiplicity: 1
- M: 102.137 g/mol

Okay, here come the natural (NBO) numbers, in e, for every atom: -0.20 -0.65 0.78 -0.89 -0.67 -0.38 -0.64 0.17 0.21 0.42 0.37 0.42 0.20 0.19 0.21 0.23 0.22

=====

The data favor C; the next most stable structure lies 0.1168 hartree above it.

=====

A | Computed, not measured: a single C4H10N2O molecule, with ωB97M-V/def2-TZVPD.

```
17
C4H10N2O ωB97M-V/def2-TZVPD
C 1.30 0.23 -0.11
N 0.43 1.06 0.42
C -0.48 0.44 1.69
N -1.30 1.64 1.77
O -0.96 -0.75 1.58
C 0.77 -1.20 -1.08
C -0.48 -0.71 -1.74
H 1.99 -0.45 0.69
H 2.17 0.81 -0.77
H 0.21 0.52 2.53
H -2.30 1.46 2.09
H -0.99 2.21 0.99
H 1.58 -1.44 -1.77
H 0.45 -2.16 -0.62
H -0.29 0.12 -2.44
H -1.01 -1.46 -2.30
H -1.11 -0.32 -0.93
```

Values from the calculation:
- E_HOMO: -8.5 eV
- LUMO level: -3.04 eV
- Orbital gap: 0.2000 Eh
- Spin multiplicity: 1
- M: 102.137 g/mol

Okay, here come the natural (NBO) numbers, in e, for every atom: -0.35 -0.14 0.38 -0.90 -0.70 -0.25 -0.64 0.33 0.20 0.17 0.40 0.40 0.21 0.24 0.20 0.22 0.24

=====

B | Computed, not measured: a single C4H10N2O molecule, with ωB97M-V/def2-TZVPD.

```
17
C4H10N2O ωB97M-V/def2-TZVPD
C 0.51 0.63 0.08
C 0.46 0.21 -1.40
C 0.59 -1.02 2.03
C -0.13 -0.59 0.78
N -0.80 0.48 -2.00
O -0.18 1.81 0.37
N -1.38 -0.83 0.66
H -1.13 1.57 0.38
H 1.55 0.76 0.39
H -1.73 -0.91 -0.29
H -0.87 0.16 -2.96
H -1.07 1.46 -1.92
H 1.33 0.59 -1.95
H 0.52 -0.96 -1.19
H 0.01 -1.77 2.56
H 1.57 -1.42 1.77
H 0.73 -0.16 2.69
```

Values from the calculation:
- E_HOMO: -8.4 eV
- LUMO level: 0.90 eV
- SMILES: [H]/N=C(/C)[C@H](O)CN
- Orbital gap: 0.3428 Eh
- Spin multiplicity: 1
- M: 102.137 g/mol

Okay, here come the natural (NBO) numbers, in e, for every atom: 0.01 -0.22 -0.68 0.34 -0.87 -0.71 -0.70 0.48 0.19 0.38 0.37 0.37 0.18 0.18 0.23 0.22 0.23

=====

C | Computed, not measured: a single C4H10N2O molecule, with ωB97M-V/def2-TZVPD.

```
17
C4H10N2O ωB97M-V/def2-TZVPD
C -0.73 -0.42 1.05
N 0.56 -0.70 0.72
C 1.42 0.68 0.73
N 2.69 0.08 0.29
O 0.88 1.54 -0.02
C -1.68 0.06 -0.16
C -1.16 -0.36 -1.52
H -0.83 0.25 1.91
H -1.19 -1.40 1.24
H 1.52 0.94 1.79
H 3.25 0.54 -0.41
H 2.62 -0.88 -0.02
H -2.69 -0.27 0.06
H -1.62 1.14 -0.05
H -1.19 -1.42 -1.75
H -1.71 0.24 -2.25
H -0.13 -0.01 -1.62
```

Values from the calculation:
- E_HOMO: -9.2 eV
- LUMO level: -2.58 eV
- Orbital gap: 0.2422 Eh
- Spin multiplicity: 1
- M: 102.137 g/mol

Okay, here come the natural (NBO) numbers, in e, for every atom: -0.33 -0.08 0.36 -0.82 -0.60 -0.31 -0.63 0.19 0.26 0.09 0.37 0.38 0.21 0.24 0.21 0.22 0.24

=====

D | Computed, not measured: 2 unconnected molecules or ions with the total composition C4H10N2O, with ωB97M-V/def2-TZVPD.

```
17
C4H10N2O ωB97M-V/def2-TZVPD
C -0.97 0.54 -0.62
N -0.81 0.00 -1.91
N -0.37 2.13 1.10
C -0.49 1.73 -0.24
O -1.46 -0.36 0.30
H -0.84 -1.15 0.32
H -0.60 0.70 -2.60
H -1.61 -0.56 -2.19
H -0.72 3.06 1.27
H -0.83 1.46 1.72
H -0.13 2.43 -0.97
C 1.28 -1.23 1.10
C 1.61 -2.10 0.16
H 1.85 -1.78 -0.84
H 1.08 -1.55 2.12
H 1.37 -0.16 0.95
H 1.62 -3.16 0.34
```

Values from the calculation:
- E_HOMO: -7.2 eV
- LUMO level: 1.04 eV
- SMILES: N/C=C(/N)O.C=C
- Orbital gap: 0.3014 Eh
- Spin multiplicity: 1
- M: 102.137 g/mol

Okay, here come the natural (NBO) numbers, in e, for every atom: 0.38 -0.84 -0.83 -0.15 -0.73 0.50 0.37 0.37 0.37 0.38 0.19 -0.42 -0.38 0.20 0.20 0.22 0.19

=====

The data favor D; the next most stable structure lies 0.0111 hartree above it.

=====

A | Computed, not measured: 2 unconnected molecules or ions with the total composition C2HNO2S, with ωB97M-V/def2-TZVPD.

```
7
C2HNO2S ωB97M-V/def2-TZVPD
C -1.12 -0.70 0.14
C 0.84 1.29 -0.60
N -1.72 -0.27 -0.73
O 0.08 2.09 -0.76
O 1.61 0.50 -0.33
S -0.45 -1.52 1.47
H 0.76 -1.41 0.80
```

Values from the calculation:
- E_HOMO: -10.5 eV
- LUMO level: 0.32 eV
- SMILES: O=C=O.N#CS
- Orbital gap: 0.3974 Eh
- Spin multiplicity: 1
- M: 103.102 g/mol

Okay, here come the natural (NBO) numbers, in e, for every atom: 0.03 1.03 -0.31 -0.48 -0.55 0.09 0.19

=====

B | Computed, not measured: a molecular structure, C2HNO2S, with ωB97M-V/def2-TZVPD.

```
7
C2HNO2S ωB97M-V/def2-TZVPD
C 1.53 1.17 -0.27
C 0.56 0.57 -0.98
N 2.51 1.75 0.05
O -0.40 -0.14 -1.05
O -0.84 -0.90 1.84
S -1.72 -0.70 0.70
H -1.65 -1.75 -0.29
```

Values from the calculation:
- E_HOMO (spin up / spin down): -7.9 / -7.9 eV
- LUMO level (spin up / spin down): -2.09 / -2.09 eV
- Orbital gap (spin up / spin down): 0.2142 / 0.2142 Eh
- Spin multiplicity: 1
- M: 103.102 g/mol

Okay, here come the natural (NBO) numbers, in e, for every atom: 0.04 0.45 -0.19 -0.44 -0.84 0.96 0.02

=====

The data favor A; the next most stable structure lies 0.2062 hartree above it.

=====

A | Computed, not measured: 2 unconnected molecules or ions with the total composition C6H14O, with ωB97M-V/def2-TZVPD.

```
21
C6H14O ωB97M-V/def2-TZVPD
C -1.73 -0.63 -1.13
C -1.27 -0.32 0.29
C -2.27 0.53 1.05
C 0.12 0.34 0.26
C 0.96 -0.73 -0.39
C 3.08 0.51 0.04
O 1.19 -1.79 0.15
H -2.71 -1.11 -1.12
H -1.04 -1.31 -1.65
H -1.80 0.29 -1.73
H -1.12 -1.27 0.82
H -3.24 0.02 1.10
H -2.41 1.50 0.54
H -1.93 0.73 2.07
H 0.46 0.56 1.28
H 0.11 1.28 -0.30
H 1.24 -0.54 -1.44
H 3.15 1.00 1.00
H 2.53 1.15 -0.66
H 4.04 0.26 -0.41
H 2.63 -0.46 0.23
```

Values from the calculation:
- E_HOMO: -9.7 eV
- LUMO level: 0.95 eV
- SMILES: CC(C)CC=O.C
- Orbital gap: 0.3902 Eh
- Spin multiplicity: 1
- M: 102.177 g/mol

Okay, here come the natural (NBO) numbers, in e, for every atom: -0.61 -0.21 -0.60 -0.52 0.46 -0.86 -0.58 0.22 0.21 0.20 0.22 0.21 0.20 0.21 0.23 0.21 0.12 0.22 0.21 0.22 0.24

=====

B | Computed, not measured: a molecular structure, C6H14O, with ωB97M-V/def2-TZVPD.

```
21
C6H14O ωB97M-V/def2-TZVPD
C -1.70 -0.60 -1.16
C -1.21 -0.35 0.27
C -2.24 0.48 1.05
C 0.16 0.35 0.31
C 1.24 -0.54 -0.26
C 2.85 0.54 -0.10
O 1.52 -1.67 0.39
H -2.69 -1.05 -1.16
H -1.03 -1.27 -1.71
H -1.77 0.35 -1.72
H -1.09 -1.32 0.77
H -3.22 -0.02 1.05
H -2.37 1.47 0.59
H -1.93 0.62 2.09
H 0.42 0.57 1.35
H 0.10 1.31 -0.24
H 1.25 -0.57 -1.37
H 2.94 1.02 0.88
H 2.53 1.26 -0.85
H 3.81 0.12 -0.42
H 2.44 -0.70 0.27
```

Values from the calculation:
- E_HOMO: -9.1 eV
- LUMO level: 0.92 eV
- Orbital gap: 0.3700 Eh
- Spin multiplicity: 1
- M: 102.177 g/mol

Okay, here come the natural (NBO) numbers, in e, for every atom: -0.61 -0.22 -0.60 -0.46 0.29 -0.88 -0.79 0.21 0.21 0.20 0.22 0.21 0.20 0.21 0.22 0.20 0.15 0.23 0.25 0.24 0.50

=====

C | Computed, not measured: a single C6H14O molecule, with ωB97M-V/def2-TZVPD.

```
21
C6H14O ωB97M-V/def2-TZVPD
C 2.42 -1.32 -0.25
O 1.23 -0.90 -0.87
C 0.79 0.39 -0.51
C -0.64 0.34 0.04
C -1.08 1.77 0.37
C -1.57 -0.26 -1.02
C -0.67 -0.52 1.30
H 2.33 -1.32 0.85
H 3.28 -0.68 -0.52
H 2.62 -2.34 -0.58
H 0.83 1.04 -1.40
H 1.46 0.84 0.25
H -0.42 2.23 1.12
H -2.10 1.79 0.77
H -1.07 2.41 -0.53
H -1.23 -1.26 -1.30
H -1.58 0.36 -1.93
H -2.59 -0.33 -0.65
H -0.24 -1.51 1.09
H -1.69 -0.67 1.66
H -0.09 -0.06 2.11
```

Values from the calculation:
- E_HOMO: -9.6 eV
- LUMO level: 0.92 eV
- SMILES: COCC(C)(C)C
- Orbital gap: 0.3883 Eh
- Spin multiplicity: 1
- M: 102.177 g/mol

Okay, here come the natural (NBO) numbers, in e, for every atom: -0.24 -0.56 -0.05 -0.08 -0.61 -0.61 -0.61 0.16 0.17 0.19 0.18 0.17 0.21 0.21 0.21 0.22 0.20 0.20 0.22 0.21 0.20

=====

D | Computed, not measured: 2 unconnected molecules or ions with the total composition C6H14O, with ωB97M-V/def2-TZVPD.

```
21
C6H14O ωB97M-V/def2-TZVPD
C 2.23 0.84 0.39
C 0.92 0.22 -0.18
C -0.16 0.06 0.86
C -0.10 -0.85 1.83
C -1.47 0.83 0.66
C -2.33 0.02 -0.25
H 2.66 0.21 1.28
H 2.09 1.73 0.95
H 2.98 1.13 -0.39
H 0.49 0.83 -0.89
H 1.28 -0.82 -0.43
H 0.69 -1.30 2.23
H -1.04 -1.02 2.42
H -1.27 1.91 0.51
H -1.95 0.75 1.65
H -2.28 0.25 -1.25
H -3.41 0.26 -0.07
H -2.15 -1.02 -0.48
H 1.50 -0.87 -3.12
H 0.36 -1.57 -2.56
O 0.97 -1.58 -3.16
```

Values from the calculation:
- E_HOMO: -9.1 eV
- LUMO level: 0.85 eV
- SMILES: C=C(CC)CC.O
- Orbital gap: 0.3666 Eh
- Spin multiplicity: 1
- M: 102.177 g/mol

Okay, here come the natural (NBO) numbers, in e, for every atom: -0.60 -0.47 0.07 -0.42 -0.45 -0.63 0.21 0.20 0.21 0.21 0.22 0.19 0.18 0.22 0.21 0.21 0.21 0.23 0.46 0.46 -0.92

=====

The data favor C; the next most stable structure lies 0.0298 hartree above it.